[1]
Computed, not measured: a structure of composition C54H53AuN5O2S3Se2, with ωB97M-V/def2-TZVPD.

Orbital gap: 4.9070 eV
HOMO level: -0.51876 Eh
Net charge: +3

Last column: Löwdin charge in e.
Geometry (Å):
Au  1.432  0.462  1.071  0.960
C  1.297  2.950  5.618  -0.348
Se  0.968  1.990  3.942  0.933
C  1.348  0.155  4.531  -0.565
C  2.807  -0.232  4.399  -0.470
Se  3.350  -0.645  2.539  1.039
C  4.904  0.528  2.437  -0.323
H  0.542  2.674  6.350  0.032
H  1.218  4.012  5.394  0.024
H  2.293  2.724  5.993  0.031
H  0.726  -0.487  3.896  -0.007
H  1.020  0.086  5.569  0.082
H  2.998  -1.147  4.969  0.083
H  3.487  0.549  4.752  0.075
H  5.623  0.218  3.195  0.051
H  4.595  1.561  2.584  0.035
H  5.339  0.400  1.448  0.034
N  0.219  -1.048  1.830  -0.382
S  -1.218  -1.434  1.763  0.851
N  -1.785  -2.074  0.354  -0.354
S  -2.728  -1.482  -0.733  0.944
N  -2.281  -0.129  -1.411  -0.343
S  -0.710  0.257  -1.320  0.810
N  -0.344  0.857  -0.016  -0.346
C  0.130  -1.221  -1.959  -0.310
C  -0.154  -1.544  -3.275  -0.079
C  0.402  -2.685  -3.829  -0.041
C  1.218  -3.500  -3.061  -0.043
C  1.479  -3.179  -1.739  -0.042
C  0.937  -2.028  -1.183  -0.084
C  -0.419  1.428  -2.647  -0.271
C  -1.347  1.953  -3.458  -0.034
C  -1.059  2.798  -4.590  -0.050
C  0.155  3.121  -5.081  0.008
C  1.477  2.765  -4.502  -0.149
C  1.029  1.671  -2.703  -0.223
C  -4.402  -1.182  -0.191  -0.324
C  -5.159  -2.259  0.241  -0.055
C  -6.460  -2.029  0.660  -0.032
C  -6.978  -0.742  0.640  -0.031
C  -6.206  0.321  0.196  -0.039
C  -4.904  0.106  -0.223  -0.059
C  -2.793  -2.729  -2.015  -0.315
C  -3.443  -2.396  -3.194  -0.054
C  -3.451  -3.313  -4.231  -0.032
C  -2.816  -4.538  -4.080  -0.030
C  -2.175  -4.855  -2.892  -0.040
C  -2.158  -3.945  -1.849  -0.061
C  -2.502  -0.285  2.299  -0.321
C  -2.322  1.083  2.215  -0.086
C  -3.358  1.914  2.616  -0.035
C  -4.535  1.372  3.103  -0.037
C  -4.695  -0.004  3.190  -0.043
C  -3.674  -0.842  2.779  -0.089
C  -1.307  -2.817  2.912  -0.310
C  -1.430  -2.523  4.263  -0.072
C  -1.335  -3.546  5.191  -0.034
C  -1.097  -4.845  4.767  -0.032
C  -0.961  -5.124  3.416  -0.037
C  -1.062  -4.108  2.480  -0.053
H  -0.812  -0.909  -3.847  0.121
H  0.189  -2.940  -4.855  0.125
H  1.653  -4.387  -3.495  0.123
H  2.096  -3.826  -1.135  0.118
H  1.127  -1.779  -0.151  0.046
H  -2.382  1.698  -3.280  0.113
H  -1.930  3.175  -5.107  0.115
H  0.182  3.760  -5.955  0.127
H  2.301  3.162  -5.094  0.159
H  1.511  1.223  -1.832  0.105
H  -4.735  -3.252  0.242  0.127
H  -7.069  -2.852  0.996  0.124
H  -7.990  -0.565  0.970  0.126
H  -6.615  1.317  0.168  0.124
H  -4.272  0.906  -0.573  0.111
H  -3.924  -1.434  -3.290  0.124
H  -3.956  -3.076  -5.154  0.124
H  -2.826  -5.248  -4.892  0.124
H  -1.693  -5.812  -2.774  0.123
H  -1.656  -4.148  -0.917  0.098
H  -1.398  1.471  1.818  0.048
H  -3.238  2.984  2.551  0.121
H  -5.332  2.021  3.428  0.124
H  -5.606  -0.425  3.581  0.125
H  -3.779  -1.915  2.846  0.123
H  -1.604  -1.506  4.580  0.119
H  -1.436  -3.330  6.244  0.123
H  -1.010  -5.639  5.491  0.124
H  -0.761  -6.132  3.090  0.121
H  -0.944  -4.298  1.425  0.099
C  5.399  -0.678  -3.284  -0.041
O  5.127  0.640  -2.848  -0.094
C  3.938  1.228  -3.101  -0.212
C  2.982  0.721  -3.915  0.047
C  1.622  1.270  -4.084  -0.167
C  1.473  3.124  -2.980  -0.146
C  2.807  3.372  -2.411  0.062
C  3.845  2.512  -2.393  -0.146
N  5.016  2.889  -1.715  0.148
C  5.121  3.535  -0.569  0.042
C  4.127  3.828  0.378  -0.144
C  4.339  4.959  1.210  -0.011
C  3.343  5.465  2.001  -0.056
C  2.084  4.843  2.011  -0.054
C  1.880  3.673  1.327  -0.099
C  2.907  3.067  0.560  -0.378
O  2.804  1.879  0.093  -0.172
H  5.270  -0.792  -4.360  0.100
H  4.769  -1.400  -2.754  0.098
H  6.444  -0.854  -3.031  0.105
H  3.168  -0.218  -4.415  0.113
H  1.013  0.594  -4.683  0.147
H  0.775  3.913  -2.707  0.163
H  2.947  4.331  -1.929  0.144
H  5.875  2.614  -2.183  0.178
H  6.111  3.935  -0.375  0.159
H  5.292  5.461  1.152  0.126
H  3.507  6.353  2.590  0.117
H  1.276  5.281  2.577  0.121
H  0.921  3.169  1.339  0.059

=====

[2]
Computed, not measured: a structure of composition C54H53BaN7O10S4Te, with ωB97M-V/def2-TZVPD.

Orbital gap: 3.0176 eV
HOMO level: -0.00096 Eh
Net charge: -2

Last column: Löwdin charge in e.
Geometry (Å):
Ba  -0.375  1.721  2.241  1.736
C  1.156  -1.660  5.726  -0.027
C  0.292  -0.476  5.301  -0.374
O  0.064  -0.376  4.108  -0.089
C  -0.054  0.509  6.453  -0.088
C  0.039  0.144  7.797  -0.100
C  -0.271  1.056  8.807  -0.148
C  -0.741  2.361  8.481  -0.136
C  -0.682  2.799  7.208  -0.039
C  -0.497  1.857  6.151  -0.402
O  -0.650  2.230  4.951  -0.222
H  1.012  -2.455  4.996  0.071
H  0.913  -2.050  6.720  0.048
H  2.218  -1.262  5.734  0.112
H  0.415  -0.853  8.030  0.080
H  -0.114  0.806  9.881  0.079
H  -1.098  3.040  9.300  0.104
H  -0.874  3.845  6.990  0.113
C  2.944  -1.108  -6.783  -0.080
C  2.442  -1.036  -5.377  -0.298
C  3.194  -1.702  -4.394  -0.037
C  2.866  -1.664  -3.090  -0.094
C  3.737  -2.290  -2.096  -0.290
O  4.015  -1.725  -1.026  0.076
C  4.288  -3.631  -2.418  -0.111
C  3.831  -4.447  -3.466  -0.037
C  4.464  -5.630  -3.798  -0.100
C  5.499  -6.116  -3.032  -0.114
C  5.942  -5.375  -1.945  -0.106
C  5.331  -4.193  -1.615  -0.018
C  1.645  -0.969  -2.691  -0.283
O  1.335  -0.750  -1.491  -0.039
C  0.797  -0.413  -3.719  -0.052
C  1.316  -0.341  -5.027  -0.015
C  -0.557  0.127  -3.421  -0.170
N  -1.124  -0.007  -2.261  0.090
C  -2.493  0.501  -2.002  -0.301
C  -3.675  -0.244  -2.653  -0.478
Te  -4.411  -1.849  -1.401  1.228
C  -2.916  -3.197  -1.969  -0.574
C  -2.874  -4.009  -3.150  -0.125
C  -1.914  -5.039  -3.264  -0.096
C  -0.917  -5.191  -2.270  -0.086
C  -0.921  -4.319  -1.195  -0.094
C  -1.902  -3.358  -1.009  -0.157
C  -1.256  0.794  -4.556  -0.188
C  -1.702  2.105  -4.353  -0.022
C  -2.361  2.784  -5.384  -0.092
C  -2.573  2.139  -6.568  -0.121
C  -2.113  0.825  -6.779  -0.090
C  -1.443  0.183  -5.774  -0.085
H  2.649  -0.225  -7.354  0.070
H  2.576  -2.040  -7.230  0.072
H  4.053  -1.169  -6.787  0.074
H  4.054  -2.298  -4.689  0.117
H  3.056  -4.138  -4.131  0.103
H  4.211  -6.147  -4.735  0.107
H  5.881  -7.092  -3.342  0.100
H  6.853  -5.728  -1.373  0.117
H  5.541  -3.575  -0.729  0.114
H  0.907  0.343  -5.793  0.122
H  -2.531  1.592  -2.157  0.091
H  -2.638  0.296  -0.925  0.051
H  -3.490  -0.727  -3.615  0.031
H  -4.552  0.459  -2.815  0.057
H  -3.640  -3.872  -3.925  0.090
H  -1.979  -5.702  -4.101  0.079
H  -0.145  -5.939  -2.382  0.093
H  -0.059  -4.266  -0.541  0.095
H  -1.799  -2.660  -0.159  0.090
H  -1.588  2.580  -3.368  0.123
H  -2.699  3.849  -5.162  0.126
H  -3.161  2.623  -7.384  0.105
H  -2.234  0.375  -7.794  0.111
H  -1.145  -0.854  -5.906  0.126
O  -0.965  8.551  4.433  -0.183
C  -0.702  7.489  3.847  -1.039
S  0.769  6.525  4.214  0.877
C  0.534  5.291  3.052  -1.285
C  -0.666  5.499  2.086  -1.270
S  -1.118  4.503  0.803  0.279
S  -1.623  6.853  2.505  0.874
S  1.700  4.114  2.829  0.309
O  1.075  -4.818  2.288  -0.093
H  0.211  -5.129  2.006  0.013
H  1.056  -3.857  2.023  0.024
O  1.798  1.449  1.042  -0.360
H  1.775  0.691  0.419  0.024
H  2.801  1.517  1.202  0.045
O  -0.757  -0.221  0.426  -0.299
H  -0.079  -0.896  0.741  -0.021
H  -0.630  -0.310  -0.547  -0.009
O  1.118  -1.924  0.974  -0.109
H  1.798  -1.666  1.673  0.058
H  1.512  -1.782  0.057  0.057
C  8.109  0.031  2.539  -0.061
N  6.673  0.165  2.506  -0.100
C  5.797  -0.996  2.627  -0.031
C  4.479  -0.340  2.195  -0.449
O  3.469  -1.039  2.189  0.041
N  4.659  0.941  1.789  0.185
C  5.970  1.190  1.986  -0.379
N  6.606  2.344  1.690  0.196
H  8.375  -0.854  3.102  0.082
H  8.600  0.859  3.072  0.088
H  8.616  -0.106  1.552  0.101
H  5.664  -1.358  3.643  0.130
H  6.010  -1.871  1.983  0.140
H  6.062  3.006  1.152  0.125
H  7.638  2.274  1.592  0.112
N  -11.220  4.571  -0.916  0.141
C  -10.131  4.376  -0.641  -0.212
C  -8.857  3.882  -0.230  -0.237
C  -8.929  2.988  0.870  -0.046
C  -7.790  2.419  1.338  -0.005
C  -6.502  2.747  0.770  -0.142
C  -6.441  3.629  -0.297  -0.001
C  -7.613  4.252  -0.758  -0.013
N  -5.324  2.191  1.348  -0.015
C  -5.315  1.340  2.464  -0.059
C  -4.020  1.158  2.810  -0.110
N  -3.191  1.839  1.931  -0.042
C  -4.001  2.533  1.131  -0.131
H  -9.897  2.810  1.353  0.125
H  -7.846  1.674  2.198  0.122
H  -5.514  3.889  -0.835  0.125
H  -7.564  5.033  -1.524  0.123
H  -6.197  0.886  2.815  0.082
H  -3.640  0.583  3.615  0.104
H  -3.714  3.298  0.368  0.097

=====

> net charge of number 1 (C54H53AuN5O2S3Se2)?

+3

=====

> Which of these has the highest net charge?

C54H53AuN5O2S3Se2

=====

> Which of these has the lowest net charge?

C54H53BaN7O10S4Te

=====

> Among the records above, which one has the highest HOMO level?

C54H53BaN7O10S4Te